Entry from the OMol25 dataset: a 10-piece molecular cluster, C34H83BN5O20 overall in a non-equilibrium geometry (ωB97M-V/def2-TZVPD).

Computed properties:
⟨S²⟩: 0.753
E_HOMO (alpha / beta), eV: 0.62 / -3.38
Molar mass, Da: 892.86
Total charge: -2
Spin multiplicity: 2

Geometry (Å):
O: 0.32 6.77 0.06
O: -2.80 4.63 -2.60
O: -0.66 0.49 -2.12
O: 0.03 -0.39 0.09
O: 2.25 -3.48 2.00
O: 1.68 -1.79 6.18
O: 0.63 -5.63 -1.53
O: -4.00 -1.31 3.48
O: -4.58 3.30 -4.31
O: 5.60 -0.04 -4.11
O: -4.47 0.15 7.29
O: -1.98 -0.21 -3.81
O: 1.53 0.79 -1.25
O: -3.29 -2.44 -4.90
O: 0.34 0.63 2.06
O: -0.10 -2.57 -3.74
O: 0.63 1.91 -6.53
O: 0.83 -1.38 -2.04
O: 2.54 1.94 0.48
O: 1.23 -3.83 -5.61
N: 3.28 4.96 1.38
N: 0.49 1.59 5.57
N: -0.30 -4.86 1.10
N: 3.26 1.57 -4.97
N: -3.00 1.05 4.95
C: -2.61 0.80 3.58
C: -4.89 1.34 6.57
C: 0.50 -6.58 -2.63
C: -1.08 -0.39 -3.01
C: -0.09 -1.58 -2.99
C: -0.64 -4.08 -0.13
C: 1.68 1.17 0.01
C: 1.13 0.27 5.37
C: 4.16 1.83 -3.88
C: -4.39 1.40 5.12
C: 3.01 -2.42 1.77
C: 1.09 0.69 -5.92
C: 4.72 0.54 -3.24
C: -2.16 3.83 -1.61
C: 1.23 -2.92 6.89
C: -0.23 7.06 -1.21
C: 6.47 -0.98 -3.54
C: 0.58 0.46 0.86
C: 1.42 5.68 2.74
C: -2.69 -0.75 3.36
C: 2.54 -3.77 -5.10
C: -3.89 2.02 -4.35
C: 0.98 -3.15 2.60
C: -4.96 -1.06 6.82
C: -0.15 -4.24 2.43
C: 1.96 1.06 -4.63
C: 1.84 5.38 1.34
C: -0.61 -4.93 -1.41
C: 1.76 6.44 0.20
C: -4.01 -2.70 3.19
C: -0.29 1.62 -7.52
C: -2.76 -2.68 -6.13
C: 1.05 -0.54 6.57
C: 2.63 0.49 4.71
B: 0.44 -0.15 -1.33
H: 2.94 -4.76 -5.33
H: 4.06 -2.67 1.68
H: 2.65 1.19 3.88
H: 1.71 6.68 3.06
H: -2.50 2.80 -1.68
H: -2.90 0.18 5.46
H: -0.01 8.04 -1.65
H: 5.84 -1.68 -2.99
H: 0.54 -0.15 4.55
H: -2.41 -1.10 2.36
H: -0.83 -4.46 -2.37
H: -3.58 -3.09 -6.71
H: 2.00 5.99 -0.76
H: 1.67 -0.12 7.37
H: 0.55 -5.32 0.82
H: -5.22 -1.06 5.76
H: 1.44 -7.14 -2.65
H: 1.20 4.55 1.02
H: 0.60 -3.19 -5.27
H: 0.19 1.03 -8.30
H: 1.40 -2.84 7.97
H: 3.14 -2.99 -5.55
H: -3.36 -3.19 3.91
H: -5.96 1.48 6.71
H: -5.54 3.17 -4.32
H: -3.66 -2.75 2.15
H: 0.16 -2.96 6.72
H: -4.02 1.48 -3.40
H: -0.48 1.66 5.84
H: -4.62 2.33 4.60
H: 0.03 -0.48 6.93
H: 1.61 0.16 -6.72
H: -1.39 -5.70 -1.41
H: 2.30 7.38 0.33
H: -2.88 -1.59 -4.68
H: 0.66 -2.28 2.04
H: -3.51 4.14 -3.04
H: -0.76 2.46 -8.03
H: -2.41 -1.75 -6.57
H: 3.14 4.00 1.08
H: 0.16 -5.01 3.14
H: 3.43 4.83 2.37
H: -1.58 1.14 3.50
H: 7.14 -1.54 -4.19
H: 0.27 0.05 -5.59
H: -1.31 7.14 -1.09
H: 5.07 2.33 -4.21
H: -5.84 -1.37 7.39
H: 0.06 -3.26 -0.26
H: 2.98 -1.66 2.56
H: -0.09 6.29 -1.97
H: 3.60 2.39 -3.13
H: -1.13 -3.90 2.75
H: 1.69 -3.82 6.48
H: 2.73 -1.90 0.86
H: 5.24 0.74 -2.31
H: -2.05 -1.32 4.03
H: 1.45 1.85 -4.07
H: -0.29 -7.32 -2.71
H: 7.15 -0.45 -2.88
H: 1.19 -2.94 3.65
H: -1.12 1.12 -7.03
H: -4.13 -1.72 7.11
H: -1.87 -3.30 -6.22
H: -4.37 2.03 7.25
H: 2.15 0.28 -3.89
H: -1.08 3.84 -1.75
H: 2.46 -3.55 -4.03
H: 3.76 0.99 -5.62
H: -1.55 -3.49 -0.10
H: 0.57 2.31 4.87
H: -4.30 1.42 -5.16
H: 0.56 -6.03 -3.57
H: 2.87 -0.49 4.29
H: -2.48 4.01 -0.59
H: 3.98 -0.23 -3.03
H: -2.86 2.17 -4.67
H: -4.88 0.55 4.66
H: -5.00 -3.15 3.25
H: 1.80 4.90 3.40
H: 0.35 5.52 2.85
H: -3.11 1.31 2.75
H: 3.37 0.79 5.44

Entry from the OMol25 dataset: C34H83Mn2N5O14S as an isolated structure in a non-equilibrium geometry (ωB97M-V/def2-TZVPD).

Computed properties:
⟨S²⟩: 30.007
ΔE to the lowest compared entry with this formula, charge and spin, eV: 0.000
E_HOMO (alpha / beta), eV: -12.22 / -12.22
Molar mass, Da: 928.00
Total charge: +2
Spin multiplicity: 11

Geometry (Å):
Mn: 14.70 36.75 12.38
Mn: 16.39 31.88 11.16
S: 15.43 34.31 11.75
O: 14.84 32.98 11.87
O: 16.52 34.05 17.65
O: 16.09 32.09 9.16
O: 7.58 36.52 8.41
O: 19.20 33.74 16.38
O: 11.08 32.71 8.97
O: 16.52 37.51 11.76
O: 15.59 35.03 13.01
O: 17.39 31.86 13.05
O: 13.09 36.01 13.56
O: 16.78 33.95 11.22
O: 14.70 35.25 10.89
O: 18.28 39.62 18.58
O: 14.31 35.06 7.99
N: 15.17 37.73 14.22
N: 16.62 36.95 16.63
N: 19.68 35.06 16.31
N: 10.08 35.50 9.35
N: 18.50 31.38 10.60
C: 20.46 36.96 14.97
C: 13.81 38.03 14.73
C: 21.13 34.58 14.32
C: 21.53 37.26 16.00
C: 17.41 37.28 10.65
C: 11.13 31.41 9.50
C: 7.12 37.04 7.15
C: 21.87 34.55 17.47
C: 16.87 31.94 14.37
C: 19.82 35.21 18.74
C: 9.95 36.86 8.83
C: 19.05 39.74 19.74
C: 13.00 36.73 14.82
C: 17.02 38.51 12.69
C: 18.52 32.13 9.31
C: 17.04 38.30 17.05
C: 14.90 31.96 8.35
C: 18.75 35.42 14.09
C: 15.48 34.81 17.05
C: 19.35 32.02 11.63
C: 11.59 33.69 9.84
C: 16.31 33.60 18.98
C: 12.06 35.04 13.40
C: 17.47 38.47 18.52
C: 15.88 38.92 13.69
C: 13.98 36.39 7.57
C: 20.95 36.87 17.36
C: 17.31 31.75 8.47
C: 18.80 31.61 13.00
C: 11.48 35.07 9.22
C: 15.64 36.27 17.47
C: 20.59 35.38 17.42
C: 20.03 35.46 14.96
C: 8.53 37.38 9.05
H: 21.81 38.31 15.94
H: 21.66 37.12 18.14
H: 15.76 37.43 15.04
H: 6.60 36.23 6.65
H: 17.27 33.40 19.44
H: 13.30 36.10 15.66
H: 19.30 32.16 13.80
H: 17.31 30.68 8.23
H: 14.00 32.15 8.92
H: 17.86 38.09 13.25
H: 19.29 33.11 11.59
H: 15.19 39.55 13.13
H: 18.98 35.75 13.08
H: 18.44 33.18 9.59
H: 14.87 30.94 7.95
H: 19.62 34.18 19.04
H: 17.46 38.20 10.06
H: 8.42 38.38 8.63
H: 20.40 35.64 19.56
H: 10.13 36.89 7.75
H: 15.94 36.25 18.53
H: 12.16 35.73 9.77
H: 6.43 37.86 7.36
H: 12.15 34.63 12.40
H: 12.08 31.23 10.04
H: 11.95 36.89 15.06
H: 19.47 32.07 8.78
H: 17.94 36.04 14.47
H: 14.49 35.06 8.94
H: 18.96 30.53 13.13
H: 14.96 32.65 7.51
H: 18.41 36.99 10.96
H: 18.25 33.86 16.49
H: 15.46 34.75 15.95
H: 18.87 35.76 18.70
H: 20.85 37.16 13.97
H: 10.56 37.57 9.40
H: 14.54 34.42 17.46
H: 10.35 31.32 10.27
H: 21.64 33.49 17.26
H: 16.92 36.52 10.05
H: 16.58 38.72 19.10
H: 17.43 36.32 16.75
H: 7.93 37.49 6.57
H: 15.70 34.34 19.51
H: 19.02 30.55 10.32
H: 22.13 35.00 14.45
H: 18.44 34.38 14.03
H: 10.98 33.61 10.75
H: 17.26 32.80 14.91
H: 22.61 34.82 16.72
H: 11.79 35.03 8.18
H: 19.58 37.59 15.14
H: 16.19 38.99 16.95
H: 14.64 36.71 17.50
H: 8.23 37.29 10.10
H: 21.17 33.59 14.77
H: 17.93 37.56 18.92
H: 19.45 40.75 19.76
H: 15.78 32.02 14.30
H: 11.07 35.50 13.42
H: 17.76 38.60 16.30
H: 20.08 37.51 17.54
H: 22.36 34.52 18.44
H: 13.87 36.28 6.49
H: 15.68 32.70 19.02
H: 16.40 39.46 14.48
H: 20.41 31.74 11.59
H: 14.73 37.16 7.78
H: 13.90 38.50 15.71
H: 12.64 33.54 10.14
H: 11.04 30.67 8.71
H: 18.51 39.55 20.68
H: 17.03 31.03 14.95
H: 13.03 36.76 7.96
H: 22.46 36.73 15.77
H: 13.24 38.67 14.06
H: 9.49 34.91 8.77
H: 17.33 39.37 12.10
H: 12.12 34.21 14.11
H: 19.92 39.07 19.78
H: 17.30 32.30 7.53
H: 20.92 34.52 13.25

no.,electronic energy (eV)
1,-85677.460
2,-146180.387